{"formula": "C61H62N6O5SW", "method": "wB97M-V/def2-TZVPD", "species": ["H", "C", "H", "H", "H", "H", "H", "H", "H", "H", "H", "C", "H", "C", "C", "O", "O", "H", "C", "H", "H", "C", "H", "C", "N", "H", "H", "H", "H", "C", "C", "H", "H", "C", "C", "H", "H", "H", "C", "H", "C", "C", "H", "H", "N", "H", "C", "H", "H", "H", "C", "N", "H", "C", "C", "C", "C", "C", "C", "C", "H", "H", "S", "H", "C", "H", "C", "H", "H", "N", "C", "C", "C", "C", "O", "C", "H", "C", "C", "H", "C", "H", "C", "C", "C", "H", "N", "C", "H", "W", "C", "C", "H", "C", "H", "H", "H", "H", "C", "C", "C", "C", "H", "C", "C", "N", "H", "C", "C", "H", "C", "H", "C", "C", "C", "C", "C", "H", "H", "H", "C", "H", "O", "C", "H", "C", "H", "C", "C", "H", "C", "H", "C", "H", "H", "O"], "positions_angstrom": [[1.3361, -3.0168, 1.3567], [-3.1935, 0.0845, 1.8402], [3.2566, 1.0031, 3.8594], [0.0820, 3.1470, 2.8450], [0.0375, 3.0304, -1.1541], [-4.0558, -0.9165, 3.5119], [6.7111, -1.9290, 6.0711], [-7.7026, -1.8232, -5.9852], [2.8299, -4.3401, 7.1862], [5.9956, -0.7980, 4.9257], [-3.9625, -0.7273, -3.1646], [-0.4568, -2.2848, 7.2632], [5.0919, -3.6448, 6.5044], [1.7489, 0.6779, 2.3728], [1.6314, 1.1110, -1.8508], [-5.0397, 3.5181, -4.4245], [-7.2291, -1.3852, -4.0764], [-1.6950, 2.3125, -6.3448], [-7.4940, 0.9648, -0.6853], [-6.8612, 4.9837, -5.5437], [-4.2638, -3.3771, 0.1228], [-2.7870, -6.6576, -1.4989], [1.1593, -4.9212, -2.6085], [-5.6610, 1.2960, 1.4881], [0.1694, -1.6940, 2.4352], [3.4616, -1.1679, -0.9496], [-5.2636, 0.4907, -4.8645], [1.5681, -0.2560, 7.1735], [-8.9706, -0.9256, -5.1189], [1.2612, -3.5758, 3.4142], [-0.5985, -5.6224, -1.5505], [-3.3441, -8.3493, -2.6932], [2.4166, 0.4756, -2.2506], [-3.5991, 2.6446, -1.3251], [-2.4127, 1.9603, -1.0285], [2.5424, -2.4146, -0.1508], [-1.0172, -7.5743, -2.2859], [-3.6479, 3.2544, -2.2171], [3.0449, -3.2928, 7.0085], [-8.5762, 2.3718, -1.8582], [-0.9698, -0.4615, -1.4820], [-2.5475, -4.4174, -0.6020], [-4.7005, -7.5688, -1.8543], [1.0746, 3.6858, 0.0849], [-7.7065, 1.8221, 0.4384], [-0.4262, 1.6882, 3.6789], [-3.1910, -3.2178, 0.0332], [1.5087, -5.6999, -1.0584], [-8.4205, 1.0653, -3.9437], [1.8664, -1.5903, -1.5678], [3.6004, -0.6225, 6.5886], [-6.9342, 1.9422, 1.3944], [-5.4649, 5.5000, -6.5005], [4.3169, -2.8974, 6.6218], [-7.3553, -0.5663, -3.0094], [0.2248, 3.0167, -0.0890], [5.9895, -1.1204, 5.9695], [-6.8299, -1.0516, -1.8080], [-3.3621, 1.0069, 0.8075], [-1.4443, 0.9586, -4.7005], [-4.3844, -5.4857, -0.6859], [1.9914, 2.1398, -1.8927], [-4.5389, 2.4589, -6.8042], [0.7608, 1.0284, -2.4986], [0.9469, -2.7788, 2.3330], [-3.5528, -8.5636, -0.9613], [-0.2733, -3.4147, -0.6288], [1.8778, -4.4516, 3.2668], [-3.0162, -2.3124, -0.5513], [-2.2574, 1.1712, 0.0238], [-1.3991, -0.3383, -2.6114], [2.4005, -0.1942, 1.5840], [-4.6028, 1.6305, 0.5917], [0.8558, -5.7226, -1.9330], [-1.4466, -2.3652, 7.9504], [-2.0821, 0.1213, -3.7826], [3.8190, 0.4317, 6.4594], [-7.9742, 0.6809, -3.0385], [-7.8956, -1.0195, -5.2821], [6.3357, -0.2801, 6.5714], [-5.2516, 3.5976, -5.6055], [-6.5657, 4.2927, -7.1689], [0.5620, 1.3265, 1.7962], [2.4481, -1.4548, -0.6561], [-1.4256, -6.6896, -1.8137], [1.8043, 0.2488, 4.4883], [-0.5320, -1.6577, 6.0014], [-4.6947, 2.4964, -0.5158], [-1.3310, 2.2668, 2.2788], [-0.5924, -0.4479, 0.5232], [0.6373, 1.6675, 0.4185], [-0.3325, 2.1461, 2.6961], [3.5691, -1.1732, 3.0992], [2.1704, 0.9956, 3.7773], [3.7662, -1.8766, 1.4999], [-6.4075, -2.0482, -1.8002], [4.5265, -0.3434, 1.8740], [0.7194, -3.3134, 8.4837], [1.8376, -0.3944, 0.2325], [0.0100, -2.1103, 4.8055], [-2.1822, 1.6346, -5.6567], [-3.5607, 1.4819, -5.6966], [-7.5045, -0.0839, -5.6887], [-3.4607, -0.0821, -3.8753], [-5.4398, 0.4480, 2.5411], [0.7608, -2.7805, 7.6267], [-1.5885, 2.0396, -1.7102], [2.0443, -2.3476, 7.1878], [4.6146, -1.5576, 6.3946], [-6.2523, 0.2488, 3.2272], [2.3292, -1.0029, 6.9865], [-5.6169, 3.0174, -0.7369], [-1.1564, -4.4670, -0.9217], [-3.6508, -7.8442, -1.7786], [-6.1042, 4.6513, -6.2504], [-3.3248, -5.5112, -0.9087], [3.6242, -0.9404, 2.0351], [-0.6256, 3.4339, 0.4420], [0.9731, -3.9022, 5.5175], [0.7550, -3.5106, -0.9735], [-4.2005, -0.1992, 2.7149], [-2.7878, -3.0523, 1.0353], [-1.9635, -0.4777, 1.8329], [0.7729, -3.2652, 4.6687], [-6.5183, -0.7172, 0.2663], [1.3266, 0.7672, -0.4198], [-1.4036, -1.1540, 5.9270], [-6.8931, -0.2977, -0.6569], [-0.2599, -1.3670, 3.6562], [-0.8675, -0.4793, 3.7383], [-8.0571, 1.4218, -1.8692], [1.8120, 1.9699, 4.1043], [-4.1922, 0.6028, -4.8261], [-0.3742, 1.1109, -4.6388], [1.0358, -6.6632, -2.4473], [-0.5588, -2.3738, 0.0150]], "mulliken_charge": [0.30, 0.05, 0.49, 0.48, 0.72, 0.66, 0.40, 0.24, 0.43, 0.23, 0.63, 0.21, 0.38, 1.31, -1.63, -0.44, -0.42, 0.49, -0.48, 0.33, 0.56, 0.57, 0.33, 0.20, 0.48, 0.56, 0.39, 0.47, 0.41, -2.08, 1.04, 0.41, 0.53, -1.65, -0.41, 0.62, 0.43, 0.57, -0.15, 0.49, -0.66, 0.73, 0.40, 0.38, -0.22, 0.44, -0.37, 0.34, 0.50, 0.48, -0.44, -0.68, 0.32, -0.98, 0.41, -1.99, -1.35, -0.49, -0.82, -0.82, 0.41, 0.41, -0.22, 0.19, 0.12, 0.33, -0.20, 0.55, -0.34, 0.53, 0.23, 0.78, 1.07, -1.66, -0.63, -0.04, 0.42, -0.33, -0.88, 0.37, 0.77, 0.43, 0.50, -2.80, -0.97, 0.12, 0.06, -1.06, 0.40, 2.58, 0.38, -2.14, 0.29, -1.61, 0.46, 0.53, 0.35, 0.28, 1.56, 0.50, -0.45, -0.22, 0.29, -0.67, -0.62, -0.06, 0.72, -0.19, 0.70, 0.49, -0.13, 0.66, 0.39, -1.55, -1.25, -1.13, -1.88, 0.47, 0.87, -0.13, -0.81, 0.06, 0.43, -0.26, 0.45, 0.21, 0.21, 0.15, -1.44, 0.18, -0.43, 0.52, 0.15, 0.53, 0.44, 0.26], "homo_ev": -12.11, "gap_ev": 6.0, "total_charge": 2, "lumo_ev": -6.132}


{"formula": "C39H60N8O2PRbSi2", "method": "wB97M-V/def2-TZVPD", "species": ["H", "H", "H", "N", "H", "H", "C", "N", "N", "C", "H", "H", "H", "H", "H", "H", "H", "C", "H", "C", "H", "C", "C", "C", "H", "C", "C", "C", "C", "N", "C", "H", "H", "H", "H", "Si", "N", "H", "H", "H", "O", "H", "H", "H", "H", "H", "H", "H", "H", "C", "N", "H", "Rb", "C", "C", "H", "Si", "H", "H", "H", "C", "H", "H", "C", "C", "C", "H", "H", "C", "C", "H", "H", "H", "O", "H", "H", "H", "C", "H", "C", "H", "H", "H", "H", "C", "C", "C", "H", "H", "C", "N", "C", "C", "H", "H", "C", "C", "C", "H", "C", "C", "H", "C", "H", "C", "P", "C", "N", "C", "H", "H", "H", "C"], "positions_angstrom": [[2.5312, -5.3713, 1.3790], [-3.0688, 0.5140, 4.1213], [-1.3879, -6.1986, 1.3114], [-3.7534, -3.9047, 0.4552], [-6.1324, -3.6669, -1.1966], [-2.0642, -0.9276, 6.7063], [2.0230, 1.0330, 5.4976], [2.0345, -2.0932, 2.0310], [-1.5905, 2.3340, -0.4304], [-7.1788, -0.3579, -0.0180], [0.8748, 2.0899, 1.8498], [-4.6058, -5.5264, -1.9389], [-4.4560, -2.0645, 2.1475], [4.0090, 1.2684, 3.1997], [-6.4849, 1.0403, 1.4575], [2.6698, 1.9164, 5.5696], [-3.1371, 1.0026, -0.2039], [4.5846, 1.8365, -0.3310], [-5.1823, 0.2182, -0.5540], [0.7944, -3.4447, 3.5666], [2.5081, 0.2040, 6.0254], [3.2289, 1.8195, -0.6512], [-4.7029, -5.0094, -4.0530], [-4.0301, -3.6467, -4.3008], [-7.6607, 0.4087, -0.6327], [1.1399, -2.1434, 3.0726], [-3.7961, 3.0238, 0.1900], [-1.0382, -0.9302, 6.3183], [3.4011, 0.3949, 2.9358], [2.6233, 0.7273, -1.1207], [0.6215, -0.9277, 3.6281], [-4.5587, -6.5284, 0.4063], [-5.0643, -4.0585, 2.1106], [2.8231, -1.2563, -1.6269], [1.0897, 1.2580, 6.0261], [1.6853, 0.5659, 3.6825], [-5.1878, -1.7645, 0.2106], [-5.4758, -5.1846, -4.8081], [-7.7995, -1.2606, -0.0583], [5.2182, -1.4131, -1.0053], [3.0599, 4.1137, -0.1396], [-5.8620, -1.0040, -1.6224], [-3.9622, -5.8061, -4.1699], [-1.8961, -3.2550, 4.2067], [-8.0350, 0.3061, 1.8711], [-4.3184, -0.4063, 1.5961], [-0.5183, -0.0574, 6.7250], [-3.2842, -3.7342, -5.0939], [-1.8157, 1.0258, 2.9839], [-5.6087, -3.6591, -2.1478], [1.1003, 2.9306, -0.5446], [1.6524, 2.9845, 3.1536], [-0.2623, -0.3471, 0.2316], [3.3472, -0.3857, -1.2431], [-1.1906, 3.6030, -0.4015], [-4.8226, 2.7471, 0.3979], [-1.0214, -0.8836, 4.4188], [6.3696, 0.6530, -0.1793], [5.0053, 2.7642, 0.0310], [-6.2190, -5.6883, -2.6328], [-2.2006, -2.2582, 3.8873], [0.1806, -3.5177, 4.4525], [-1.7571, -4.0906, -0.0362], [-2.1779, -5.4838, 1.5562], [-2.8646, 2.0566, -0.1505], [-5.8011, -0.6923, -0.5816], [-1.6706, 5.6530, -0.0514], [-3.1849, -7.2645, 2.3437], [-3.3687, 4.3450, 0.2514], [-4.9725, -1.2917, 1.5860], [-2.7143, -5.4861, -0.5267], [-0.0027, 2.3988, 3.3529], [-6.9062, -1.8611, 2.3089], [0.4234, 4.9968, -1.3862], [-1.7238, 1.5220, 4.6717], [-3.5760, -5.7795, 3.1936], [3.3417, 0.3241, 1.8492], [-2.0527, 4.6411, -0.0575], [-6.1273, -0.5934, 3.2676], [-3.3673, -3.1327, -3.0288], [-2.2911, -2.2748, 2.7928], [-2.8103, -2.2133, -3.1982], [-1.7478, -4.7668, 2.2530], [-4.0594, 5.1328, 0.5299], [-4.6515, -6.0069, 1.3643], [0.2431, 3.9202, -0.8089], [0.9764, 2.1493, 2.9402], [-4.7709, -2.9145, -4.6361], [-0.5275, -1.8225, 6.6980], [-5.3142, -5.0728, -2.6386], [-4.3901, -2.8805, -2.0010], [4.6892, -0.4725, -0.9136], [2.4210, 3.1061, -0.4488], [-3.1932, -2.0669, 4.3079], [-5.5191, -6.4306, 1.8781], [-4.8939, -4.5207, 1.1247], [1.2647, -4.5857, 2.9698], [-6.3017, -0.9484, 2.2475], [-2.6289, -3.8801, -2.6983], [-7.0529, 0.1032, 1.4329], [-1.9944, 0.6940, 4.0096], [-5.8190, -4.3762, 0.5667], [-2.5688, -4.7455, 0.2790], [3.8974, -0.5129, 3.2903], [2.1375, -4.4972, 1.8803], [-3.7372, -2.4461, -0.4631], [5.3216, 0.6743, -0.4547], [-2.4257, -1.7080, -0.5445], [-3.3881, -6.1994, 2.2000], [0.9764, -5.5569, 3.3597], [3.2131, -3.0835, 0.6821], [-6.2925, -3.1760, -2.8656], [2.4957, -3.2180, 1.4922]], "mulliken_charge": [0.39, 0.24, 0.54, 1.26, 0.57, 0.28, -1.22, 0.10, 0.00, -1.09, -0.41, -0.15, -0.89, 0.34, 0.05, 0.29, -0.01, -0.36, -0.22, -0.79, 0.29, 0.41, -0.67, -0.92, 0.39, -0.01, -0.20, -1.17, -0.59, -0.31, 1.16, 0.28, 0.20, 0.40, 0.21, 0.03, 0.63, 0.27, 0.31, 0.38, -0.77, 0.54, 0.36, 0.49, 0.46, -0.01, 0.27, 0.43, 0.05, -1.04, -0.02, 0.42, 0.64, -0.18, 0.27, 0.39, -0.47, 0.36, 0.46, 0.46, -0.63, 0.47, 0.61, 0.43, 0.03, 0.02, 0.46, 0.36, -0.56, 1.13, 0.16, 0.39, 0.32, -0.71, 0.35, 0.32, -0.22, -0.54, 0.39, -0.58, -0.29, 0.36, -0.71, 0.39, -1.07, -0.14, -0.43, 0.29, 0.28, -0.36, 0.20, -0.45, 0.02, 0.51, 0.46, -0.17, -0.27, -1.21, 0.26, -0.49, -0.80, 0.15, -1.39, 0.36, -1.03, -0.90, -0.37, -0.63, -0.76, 0.39, 0.28, 0.46, -0.22], "homo_ev": -1.46, "gap_ev": 5.3, "total_charge": -2, "lumo_ev": 3.820}


{"formula": "C28H33IrN5O", "method": "wB97M-V/def2-TZVPD", "species": ["H", "C", "H", "H", "C", "H", "H", "C", "C", "H", "N", "C", "H", "H", "C", "H", "C", "C", "H", "C", "H", "H", "H", "C", "H", "C", "H", "C", "H", "H", "C", "C", "C", "H", "N", "H", "C", "H", "N", "C", "C", "N", "C", "H", "C", "H", "C", "O", "H", "C", "C", "N", "H", "H", "H", "H", "H", "H", "Ir", "C", "H", "C", "C", "C", "C", "H", "H", "H"], "positions_angstrom": [[-1.9058, 1.5212, 1.4220], [-2.7009, -0.2100, 4.2047], [2.3809, -1.0248, -2.0158], [1.0059, -0.8485, 4.2348], [-1.0051, -0.3398, 1.9620], [0.5425, -2.5279, 1.9560], [-3.7065, -2.3346, -2.5596], [-1.4019, -0.9809, -2.3326], [1.0861, 1.3826, 2.8920], [-3.1173, -4.8092, 0.8845], [-1.2054, -2.3285, -0.3310], [-1.8672, 0.7098, 2.1411], [-4.5425, -4.1276, -1.0552], [2.8058, 1.0828, 1.0210], [2.5420, -2.8167, -0.0340], [2.6488, 4.6695, -0.2012], [-2.8094, -4.0137, 0.2215], [3.4622, -0.9400, 1.1609], [3.2653, 0.2420, -1.1410], [3.0896, -0.8305, -1.2110], [0.5941, 1.8392, 2.0372], [3.5570, -3.2103, -0.1643], [2.4051, -1.6165, 3.5195], [1.1211, 1.6677, -1.9365], [-2.4498, -2.2929, 5.8806], [2.3730, 3.6913, -2.1093], [4.0397, -1.3143, -1.4679], [1.7810, 2.5995, -2.7205], [1.9367, -3.1175, -0.8883], [1.8094, 2.4384, -3.7888], [-0.1199, -2.5053, 2.8116], [-0.9430, -3.4173, 4.8771], [-3.5956, -3.6423, -0.8613], [4.4851, -0.7952, 0.7971], [1.0623, 1.7480, -0.6062], [-1.0083, -3.5912, 1.2871], [-0.0880, -3.4866, 3.7606], [0.3227, 1.1947, 3.6443], [-0.3667, -0.1799, -1.7289], [1.5969, 2.8231, -0.0260], [-1.9307, -2.0114, -1.4052], [1.7110, 0.1150, 2.5070], [-3.1363, -2.6417, -1.6933], [-0.9225, -4.2108, 5.6120], [2.9691, 0.3386, 1.8002], [-2.2195, -0.3388, -2.6762], [0.3305, 0.5804, -2.5963], [0.2900, 0.4839, -3.8117], [3.4983, -1.7386, 1.8989], [-0.9876, -1.3909, 2.9222], [-1.6337, -3.3303, 0.4475], [2.5699, -1.3470, 0.0657], [0.6019, -4.3178, 3.6782], [3.7457, 0.7266, 2.4771], [1.8244, 2.0806, 3.3071], [-3.3376, -0.1499, 5.0785], [-1.0090, -1.4699, -3.2315], [2.6072, -0.1013, 4.4161], [0.2382, -0.4120, 0.2668], [-2.7146, 0.7795, 3.2635], [1.5017, 2.9070, 1.0456], [-1.7958, -2.3588, 5.0200], [-1.8371, -1.3200, 4.0593], [1.9496, -0.6539, 3.7308], [2.2472, 3.8194, -0.7343], [-3.3740, 1.6296, 3.3782], [2.1222, -3.2550, 0.8686], [2.9096, 4.4307, -2.6879]], "mulliken_charge": [0.43, -0.96, 0.34, 0.39, -0.83, -0.43, 0.48, -0.81, -1.47, 0.46, 0.06, -0.19, 0.45, 0.08, -1.31, 0.48, -1.22, -1.25, 0.49, -1.49, 0.23, 0.40, 0.32, 0.50, 0.45, -0.45, 0.44, -0.76, 0.37, 0.54, 0.02, -1.09, -0.43, 0.48, 0.22, 0.76, -0.13, 0.41, 0.11, 0.08, 0.49, 0.92, -1.01, 0.43, -0.74, 0.48, -0.12, -0.70, 0.47, 1.53, -0.33, 0.53, 0.45, 0.54, 0.42, 0.44, 0.41, 0.36, 2.28, -0.99, 0.27, -0.74, 0.67, -1.38, -1.08, 0.44, 0.28, 0.47], "homo_ev": [-10.48, -10.40], "gap_ev": [6.9, 7.0], "total_charge": 1, "lumo_ev": [-3.604, -3.371]}


The evaluated energy above the lowest of the compared OMol25 structures with the same formula, charge and spin for the records listed, in turn: 0.00 0.00 397.94 kJ/mol.